Formula: CH3NO2S
Source: the Open Molecules 2025 dataset
Level of theory: wB97M-V/def2-TZVPD

Last column: natural (NBO) charge in e.
Atoms and positions in Å:
C 0.465018 0.263848 -0.189074  -0.052
N 0.704776 0.066640 1.032986  -0.564
O 4.383890 -1.099396 -0.784622  -0.816
O 3.962318 1.207887 -0.083403  -0.817
S 3.972178 -0.198533 0.237103  1.641
H -0.560430 0.373985 -0.452700  0.173
H 1.250174 0.233562 -0.921483  0.145
H 1.764168 -0.112742 1.152138  0.290

Cartesian forces (eV/Å) of the 2 atoms listed first:
0.36 -0.50 0.81
2.07 -0.45 0.53

Results
HOMO ... -10.589 eV
Energy relative to the best compared isomer or geometry (same formula, charge and spin) ... 104.7 kJ/mol
Orbital gap ... 9.07 eV
Total energy ... -643.2743 a.u.
Molecular weight ... 93.1 g/mol
Spin multiplicity ... 1
Net charge ... 0

Formula: C5H13OS
Source: the Open Molecules 2025 dataset
Level of theory: wB97M-V/def2-TZVPD

Last column: natural (NBO) charge in e.
Atoms and positions in Å:
C -2.930265 -0.658052 -2.211471  -0.615
C -1.483565 -0.177362 -1.804076  -0.524
S -1.535824 0.336574 -0.064717  -0.695
H -3.659032 0.057994 -1.887545  0.207
H -3.221259 -1.573836 -1.693345  0.189
H -2.945392 -0.847809 -3.332160  0.156
H -1.255107 0.615754 -2.582272  0.157
H -0.722521 -0.970473 -1.997149  0.158
C 2.573671 1.320989 1.367809  -0.624
C 1.703820 0.216569 0.755756  0.069
C 0.747636 -0.385595 1.851996  -0.627
O 2.484171 -0.846471 0.266625  -0.748
H 3.166366 1.948024 0.584659  0.191
H 3.379596 0.889762 1.885778  0.197
H 1.895372 1.894643 2.013518  0.216
H 1.042833 0.628362 -0.048814  0.213
H -0.008506 0.335056 2.199088  0.221
H 1.317163 -0.734818 2.750888  0.166
H 0.230605 -1.256738 1.476803  0.223
H 1.811905 -1.498614 -0.227063  0.470

Cartesian forces (eV/Å) of the 2 atoms listed first:
1.55 -0.87 -1.07
-1.15 0.08 -0.98

Results
HOMO ... -2.428 eV
Energy relative to the best compared isomer or geometry (same formula, charge and spin) ... 115.4 kJ/mol
Orbital gap ... 6.22 eV
Total energy ... -671.7224 a.u.
Molecular weight ... 121.2 g/mol
Spin multiplicity ... 1
Net charge ... -1

Formula: C20H24N14O4PtS2Si
Source: the Open Molecules 2025 dataset
Level of theory: wB97M-V/def2-TZVPD

Last column: natural (NBO) charge in e.
Atoms and positions in Å:
Pt -0.362429 -0.715847 0.587212  1.262
N -3.925029 -0.420947 1.042912  -0.604
C -3.372129 -1.615947 0.673112  0.441
N -4.056229 -2.742547 0.505912  -0.400
N -3.151329 -3.625147 0.080712  -0.126
N -1.997129 -3.080247 -0.014788  -0.122
N -2.085829 -1.801047 0.339112  -0.449
C -3.232129 0.746753 1.173112  0.407
N -3.821429 1.909753 1.443512  -0.416
N -2.827229 2.802753 1.410112  -0.135
N -1.713829 2.235853 1.133512  -0.134
N -1.912429 0.931153 0.968312  -0.442
H -4.887329 -0.421147 1.338712  0.420
N 4.515171 3.800553 -4.359488  -0.809
C 4.365871 2.577953 -3.701488  0.162
C 5.492771 1.861453 -3.299088  -0.302
C 5.343171 0.631753 -2.686288  -0.104
C 4.081771 0.111753 -2.477488  -0.370
C 2.955671 0.803553 -2.881488  -0.158
C 3.097171 2.033753 -3.497088  -0.262
S 3.886171 -1.481047 -1.647588  2.311
O 3.627371 -2.462247 -2.672488  -0.965
O 5.091871 -1.703647 -0.870088  -0.983
N 2.572271 -1.291247 -0.746188  -0.912
C 2.635071 -0.476847 0.267012  0.312
S 4.153471 0.212853 0.895312  0.302
C 3.220771 1.067053 2.101512  -0.484
C 1.909571 0.795453 1.965012  -0.007
N 1.591771 -0.040147 0.938812  -0.597
H 5.336071 4.318353 -4.081288  0.367
H 3.684071 4.374153 -4.359288  0.372
H 6.480271 2.275253 -3.460488  0.194
H 6.196071 0.069953 -2.341688  0.224
H 1.985371 0.372553 -2.682888  0.252
H 2.227171 2.591353 -3.818688  0.204
H 3.709771 1.693953 2.818112  0.217
H 1.107671 1.170853 2.576112  0.234
C -3.074429 -1.367947 4.185912  -1.140
Si -1.169129 -1.090547 4.112612  1.919
C -0.408429 -2.392447 5.307612  -1.120
C -0.934829 0.636853 4.935812  -1.136
O -0.441229 -1.257047 2.741012  -1.303
H -3.418029 -1.627547 5.185612  0.209
H -3.370629 -2.171347 3.517612  0.232
H -3.615029 -0.476347 3.877312  0.220
H -0.904029 -2.426447 6.273912  0.198
H 0.642071 -2.175647 5.472612  0.215
H -0.469629 -3.379447 4.861512  0.223
H -1.405229 0.710353 5.914612  0.207
H -1.367729 1.409853 4.306012  0.231
H 0.119371 0.874353 5.057112  0.212
N -3.919629 1.615053 -1.983288  -0.802
C -3.442229 0.994253 -3.085388  0.662
O -3.931429 1.168953 -4.188388  -0.649
C -2.301329 0.075053 -2.812088  -0.198
C -2.277129 -1.187347 -3.406988  -0.142
C -1.217129 -2.040947 -3.086788  -0.256
C -0.284429 -1.650347 -2.156688  0.062
N -0.297829 -0.432147 -1.561788  -0.495
C -1.272229 0.428453 -1.955288  0.040
H -4.725329 2.214753 -2.058988  0.396
H -3.586429 1.393553 -1.059088  0.417
H -3.060429 -1.480047 -4.088888  0.220
H -1.139729 -3.013547 -3.548588  0.217
H 0.526771 -2.298347 -1.848688  0.241
H -1.176529 1.435253 -1.568588  0.218

Cartesian forces (eV/Å) of the 2 atoms listed first:
-0.21 0.20 1.74
-0.31 -0.14 0.15

Results
HOMO (spin up / spin down) ... -1.154 / -2.912 eV
⟨S²⟩ ... 2.019
Orbital gap (spin up / spin down) ... 5.20 / 6.96 eV
Total energy ... -3049.3965 a.u.
Molecular weight ... 811.8 g/mol
Spin multiplicity ... 3
Net charge ... -2

Formula: C5H13N5
Source: the Open Molecules 2025 dataset
Level of theory: wB97M-V/def2-TZVPD

Last column: natural (NBO) charge in e.
Atoms and positions in Å:
C -2.369790 -0.872634 0.479251  -0.419
N -1.483432 0.362609 0.121828  -0.210
N -2.171719 1.560520 -0.224226  -0.644
C -0.110835 0.373877 0.168383  0.522
N 0.539944 1.512913 -0.140857  -0.506
C 1.961498 1.666431 -0.279596  -0.149
N 2.771762 0.725079 0.419003  -0.242
C 2.278332 -0.431753 0.654284  0.057
C 0.848943 -0.958124 0.421293  -0.179
N 0.762784 -1.857661 -0.752507  -0.676
H -1.701863 -1.657129 0.509878  0.175
H -2.908818 -0.733718 1.554720  0.273
H -3.251920 -0.980347 -0.208478  0.266
H -2.623259 1.322397 -1.062483  0.382
H -2.805863 1.966999 0.352746  0.403
H -0.059815 2.265986 -0.265116  0.459
H 2.300195 2.629931 0.194983  0.274
H 2.285359 1.903591 -1.353491  0.275
H 2.884734 -1.222594 1.037830  0.221
H 0.640568 -1.424460 1.446985  0.307
H 0.717724 -1.223907 -1.549099  0.462
H -0.086263 -2.446315 -0.848974  0.469
H 1.581733 -2.481687 -0.676366  0.480

Cartesian forces (eV/Å) of the 2 atoms listed first:
-2.03 3.34 1.97
-0.27 -1.15 1.46

Results
HOMO ... -17.966 eV
SMILES ... C/[N+](N)=C1/NCN=C[C@@H]1[NH3+]
Energy relative to the best compared isomer or geometry (same formula, charge and spin) ... 286.8 kJ/mol
Orbital gap ... 9.90 eV
Total energy ... -471.3587 a.u.
Molecular weight ... 143.2 g/mol
Spin multiplicity ... 1
Net charge ... +2

Formula: C30H43O3P
Source: the Open Molecules 2025 dataset
Level of theory: wB97M-V/def2-TZVPD

Last column: Mulliken charge in e.
Atoms and positions in Å:
C 1.680401 0.073748 -0.009309  -0.802
C 1.365743 -1.454235 -0.383352  -0.479
C 0.152932 -2.096073 0.497966  -0.261
C 0.160062 -3.682582 0.150309  -0.533
C -0.262396 -4.622016 1.382516  -0.816
C -1.552859 -5.537885 0.961122  -0.144
C -2.402573 -5.764821 2.298851  -0.718
C -3.893342 -6.322297 2.079734  -0.739
C -4.557052 -5.959831 0.668651  -1.203
C -5.009476 -4.431176 0.506313  0.950
C -6.370519 -4.187318 1.352153  -1.266
O -4.034304 -3.448234 0.977278  -0.167
C -4.080637 -2.228686 0.246367  0.063
O -4.667708 -1.261033 0.796388  -0.565
P -5.474292 -4.211556 -1.341449  0.348
O -6.612120 -5.230925 -1.675988  -0.693
H 0.757751 0.554366 0.455253  0.095
H 2.594148 0.160298 0.691528  0.326
H 1.963554 0.664345 -0.960673  0.200
H 1.145996 -1.590653 -1.508300  0.263
H 2.287456 -2.112705 -0.160766  0.336
H -0.815061 -1.628557 0.067942  -0.067
H 0.266190 -1.874425 1.610245  0.328
H 1.206530 -3.998916 -0.223932  0.377
H -0.528640 -3.790762 -0.773257  0.296
H -0.628098 -3.934893 2.233216  0.320
H 0.595668 -5.247164 1.796864  0.367
H -1.102714 -6.534550 0.592381  0.215
H -2.082718 -4.949120 0.144259  0.070
H -1.828509 -6.536121 2.941901  0.379
H -2.474949 -4.825624 2.969628  0.356
H -4.554410 -5.972489 2.960943  0.228
H -3.889829 -7.477323 2.152387  0.353
H -3.908577 -6.301827 -0.225276  0.361
H -5.520677 -6.593603 0.589283  0.537
H -7.141597 -3.759937 0.627779  0.347
H -6.754043 -5.194131 1.719195  0.351
H -6.139203 -3.444367 2.197081  0.298
H -3.547876 -2.152471 -0.761505  0.399
H -4.378874 -4.537890 -2.213802  0.114
H -6.047428 -2.908435 -1.603671  0.145
C 4.727485 2.652085 0.279614  -0.276
C 4.847815 2.627153 -1.106126  -0.465
C 6.088826 2.400652 -1.693517  -0.576
C 7.211019 2.203328 -0.894498  -0.260
C 7.092295 2.237539 0.491584  -0.384
C 5.850856 2.460244 1.078953  -0.559
H 3.758536 2.821951 0.737317  0.556
H 3.973255 2.783635 -1.729318  0.483
H 6.181716 2.377985 -2.774365  0.383
H 8.178008 2.024263 -1.352093  0.370
H 7.968207 2.089600 1.114810  0.364
H 5.757973 2.484527 2.159585  0.366
C -3.158399 4.547801 1.282581  -0.371
C -3.772220 3.301072 1.210652  -0.535
C -3.041504 2.187016 0.809793  -0.349
C -1.696662 2.320805 0.476452  -0.192
C -1.085185 3.569034 0.539538  -0.350
C -1.815054 4.682333 0.943967  -0.450
H -3.726762 5.414970 1.601545  0.352
H -4.821178 3.197381 1.468102  0.380
H -3.519798 1.214203 0.757103  0.495
H -1.126220 1.452400 0.166404  0.214
H -0.038026 3.674281 0.273903  0.477
H -1.337662 5.655206 0.995370  0.362
C 5.156651 5.863517 -2.138978  -0.047
C 5.477164 6.468543 -3.350346  -0.524
C 4.789622 7.605160 -3.764781  -0.349
C 3.777868 8.134713 -2.969291  -0.414
C 3.451167 7.524315 -1.762208  -0.394
C 4.141252 6.389892 -1.346073  -0.504
H 5.696731 4.982380 -1.813245  0.397
H 6.264363 6.054172 -3.971923  0.366
H 5.042037 8.078645 -4.707788  0.355
H 3.243450 9.022182 -3.290801  0.352
H 2.658294 7.933687 -1.144515  0.363
H 3.888131 5.915203 -0.403660  0.395

Cartesian forces (eV/Å) of the 2 atoms listed first:
0.40 -0.08 -0.65
0.15 -0.33 0.77

Results
HOMO ... -9.267 eV
SMILES ... CCCCCCCCC[C@@](C)(OC=O)[PH2]=O.c1ccccc1.c1ccccc1.c1ccccc1
Orbital gap ... 9.18 eV
Total energy ... -1735.8453 a.u.
Molecular weight ... 482.6 g/mol
Spin multiplicity ... 1
Net charge ... 0

Formula: C28H27BaN3SSi
Source: the Open Molecules 2025 dataset
Level of theory: wB97M-V/def2-TZVPD

Last column: natural (NBO) charge in e.
Atoms and positions in Å:
C 0.943565 2.185336 0.156581  -0.395
C -0.142662 2.369521 -0.732733  -0.364
C -1.280093 2.751709 0.006076  -0.389
H -0.083626 2.310190 -1.814213  0.216
C -0.901723 2.848463 1.364950  -0.439
C 0.474159 2.489828 1.464234  -0.403
H 1.076453 2.502815 2.373492  0.208
H 1.965698 1.916280 -0.121359  0.217
H -2.257138 2.996748 -0.414063  0.216
H -1.528744 3.184126 2.196009  0.208
Ba -0.985303 -0.192356 1.045260  1.340
C -1.095859 -2.715806 -2.949983  -1.134
H -2.024570 -2.761703 -2.376366  0.241
H -0.767173 -3.727841 -3.232394  0.255
H -1.297188 -2.204103 -3.910402  0.269
Si 0.081151 -0.827328 -2.961124  1.164
C 1.777018 -0.802825 -3.623858  -0.437
C 2.464729 0.402539 -3.363147  -0.205
H 1.896667 1.279118 -3.040638  0.228
C 3.859011 0.450452 -3.433187  -0.219
H 4.378407 1.382325 -3.183848  0.220
C 4.562657 -0.701877 -3.818380  -0.198
H 5.647981 -0.651595 -3.884013  0.215
C 3.885007 -1.884113 -4.151026  -0.213
H 4.460134 -2.748604 -4.499304  0.215
C 2.490628 -1.948182 -4.023164  -0.219
H 1.954633 -2.881097 -4.199578  0.212
C -1.139454 0.398158 -3.597984  -0.544
C -0.774209 1.238082 -4.663696  -0.208
H 0.080375 0.968272 -5.286172  0.217
C -1.476568 2.426597 -4.898779  -0.214
H -1.138763 3.101516 -5.677794  0.214
C -2.607153 2.736453 -4.134559  -0.233
H -3.140115 3.667102 -4.314946  0.214
C -3.059006 1.828005 -3.172287  -0.211
H -3.954011 2.055733 -2.595862  0.213
C -2.371566 0.631135 -2.952655  -0.174
H -2.774065 -0.122680 -2.267565  0.195
H 0.354211 -0.334380 -1.565045  -0.176
H -0.215727 -2.270455 -2.258004  0.176
N -0.363093 -1.734162 5.381388  -0.514
C -0.389320 -0.425827 5.859710  0.080
C -0.492899 0.054011 7.151056  -0.227
C -0.540540 1.451609 7.304607  -0.207
C -0.486564 2.314144 6.187564  -0.214
C -0.400715 1.790862 4.888703  -0.230
C -0.371522 0.404335 4.732412  0.167
N -0.360882 -0.400588 3.587094  -0.636
C -0.330955 -1.694219 4.026568  0.380
C -0.266225 -2.884837 3.190377  0.030
C -0.276628 -4.207685 3.613692  -0.450
S -0.125957 -5.287307 2.252483  0.435
C -0.090379 -3.915072 1.183921  -0.158
N -0.190001 -2.725617 1.794764  -0.548
H -0.340497 -2.579197 5.954771  0.425
H -0.538611 -0.662590 7.974791  0.218
H -0.615085 1.864667 8.311074  0.221
H -0.512954 3.399969 6.341757  0.226
H -0.351457 2.437953 4.013199  0.241
H -0.301263 -4.515067 4.655887  0.236
H 0.007788 -4.030932 0.105711  0.243

Cartesian forces (eV/Å) of the 2 atoms listed first:
-0.30 -0.04 0.29
0.14 -0.23 -0.01

Results
HOMO (spin up / spin down) ... -3.201 / -3.198 eV
Energy relative to the best compared isomer or geometry (same formula, charge and spin) ... 349.7 kJ/mol
Orbital gap (spin up / spin down) ... 2.53 / 2.53 eV
Total energy ... -1960.4038 a.u.
Molecular weight ... 603.0 g/mol
Spin multiplicity ... 1
Net charge ... 0

Formula: C4H9N2OS
Source: the Open Molecules 2025 dataset
Level of theory: wB97M-V/def2-TZVPD

Last column: natural (NBO) charge in e.
Atoms and positions in Å:
O 0.788394 -1.169925 2.654860  -0.609
C 1.189527 -0.756333 1.573356  0.387
C 0.511360 0.030803 0.608144  -0.156
C 1.333148 0.832989 -0.414794  -0.563
S 0.659193 0.581485 -2.050204  -0.587
N -0.818758 0.538628 0.781829  -0.649
C -1.955065 -0.273014 0.391347  -0.031
N -2.160248 -0.464502 -1.017976  -0.925
H 2.292327 -0.905781 1.318337  0.093
H 0.422164 -0.989546 -0.474441  0.212
H 1.456126 1.916090 -0.123337  0.186
H 2.360363 0.468798 -0.546471  0.209
H -0.883360 1.448357 0.354271  0.367
H -1.814309 -1.226813 1.009119  0.157
H -2.863087 0.100237 0.885609  0.152
H -1.391780 -0.048475 -1.538223  0.406
H -2.351775 -1.407770 -1.298617  0.351

Cartesian forces (eV/Å) of the 2 atoms listed first:
-0.14 -0.13 -0.67
1.54 -0.05 2.11

Results
HOMO ... -3.131 eV
Energy relative to the best compared isomer or geometry (same formula, charge and spin) ... 301.5 kJ/mol
Orbital gap ... 7.03 eV
Total energy ... -740.7092 a.u.
Molecular weight ... 133.2 g/mol
Spin multiplicity ... 1
Net charge ... -1